{"formula": "C42H44Cl3N5O2PPdSi", "method": "ωB97M-V/def2-TZVPD", "species": ["Pd", "Cl", "Cl", "Cl", "P", "Si", "O", "O", "N", "N", "N", "N", "N", "C", "C", "C", "C", "C", "C", "C", "C", "C", "C", "C", "C", "C", "C", "C", "C", "C", "C", "C", "C", "C", "C", "C", "C", "C", "C", "C", "C", "C", "C", "C", "C", "C", "C", "C", "C", "C", "C", "C", "C", "C", "C", "H", "H", "H", "H", "H", "H", "H", "H", "H", "H", "H", "H", "H", "H", "H", "H", "H", "H", "H", "H", "H", "H", "H", "H", "H", "H", "H", "H", "H", "H", "H", "H", "H", "H", "H", "H", "H", "H", "H", "H", "H", "H", "H", "H"], "xyz": [[1.22848, -0.21110, -0.58998], [4.76156, 0.37769, -2.10199], [2.72206, 2.60528, -3.06946], [2.44411, -0.39643, -4.21417], [0.23122, 1.34493, 1.06409], [2.79477, 0.66157, -2.52361], [4.26475, -0.37168, 2.63445], [-0.57939, 0.93303, -1.62486], [-2.83721, 0.48595, -1.86563], [-1.80665, 2.16830, -3.08356], [0.03090, -1.87143, -1.78182], [0.22059, -1.87317, 0.93942], [2.86845, -0.51668, 0.92214], [-2.78253, -0.73128, -1.08189], [-0.41168, -2.90587, 0.32894], [-0.21797, -2.89225, 3.05937], [-3.15336, 0.16591, 2.96845], [-3.79116, 1.58830, 1.11978], [0.49453, 2.30772, 3.54913], [0.32527, -1.88937, 2.25605], [-0.44643, 5.32356, 0.42387], [-2.46849, 1.67779, 0.72922], [-0.61766, 2.82184, -3.60612], [-4.15704, 0.82007, -2.41046], [4.07029, -1.33635, 0.51067], [2.26911, 1.98841, 5.12230], [0.32812, 3.04701, 0.47757], [-1.61352, -5.04962, 0.36613], [2.33565, 0.86695, 2.96967], [-1.82806, 0.27494, 2.60798], [1.40616, 3.40688, -0.32347], [-0.47983, -2.92398, -1.10173], [-0.87858, -3.92937, 2.45866], [0.60074, 5.66358, -0.42389], [-4.13609, 0.83510, 2.23702], [-1.70935, 1.18188, -2.17208], [-0.97659, -3.96677, 1.05683], [2.88833, 1.13527, 4.22700], [-1.08132, -4.01124, -1.75020], [1.06898, 2.58721, 4.77836], [-0.07414, -1.86251, -3.10062], [4.98717, -1.23120, 1.72585], [3.15667, -3.64158, 1.14811], [-4.21955, 2.28775, -2.75610], [-1.46948, 1.05324, 1.49444], [3.85835, -2.79983, 0.08373], [3.14132, -2.90164, -1.25749], [1.12169, 1.45540, 2.64062], [-3.07324, 2.60146, -3.68185], [-1.11168, -4.00426, -3.15657], [-1.65040, -5.07770, -0.97873], [3.11521, -0.02575, 2.09456], [-0.59247, 4.02457, 0.87468], [1.53955, 4.70699, -0.78130], [-0.62578, -2.91872, -3.83208], [-1.31015, -4.73194, 3.04519], [-4.90235, 0.56453, -1.65647], [0.69329, 6.67860, -0.78897], [4.87242, -3.18880, -0.05275], [-1.85096, -0.77560, -0.54180], [4.51317, -0.83790, -0.32943], [-0.10352, -2.84449, 4.13482], [-1.41170, 3.79640, 1.54201], [-1.53280, -4.85081, -3.68676], [3.70583, -3.66513, 2.09090], [5.15457, -2.18252, 2.21985], [-5.17246, 0.77493, 2.54679], [-4.55649, 2.11557, 0.56325], [-2.04961, -5.84986, 0.95090], [-1.15161, 6.07998, 0.74432], [-3.60798, -0.74725, -0.36715], [2.18045, -2.38818, -1.21360], [2.14621, 2.66283, -0.57000], [-3.21312, 2.11450, -4.65098], [3.06881, -4.67376, 0.80672], [-4.36173, 0.20549, -3.29217], [-5.16993, 2.52462, -3.23024], [0.89339, -1.08815, 2.70729], [5.94965, -0.77665, 1.51068], [-4.13044, 2.88802, -1.84569], [-3.42937, -0.42241, 3.83467], [-2.87383, -1.60975, -1.72694], [-2.19567, 2.25796, -0.13704], [0.57518, 3.27178, 5.45547], [-0.53803, 2.64791, -4.68080], [2.15545, -3.26109, 1.34477], [0.25689, 2.43561, -3.10999], [-0.65155, -2.86750, -4.91268], [0.28928, -0.99189, -3.61267], [-0.67219, 3.89938, -3.44137], [3.73520, -2.46786, -2.06503], [2.37751, 4.97709, -1.40890], [3.82162, 0.67087, 4.50325], [-0.44974, 2.77063, 3.30127], [-2.11855, -5.90027, -1.50533], [2.93616, -3.94118, -1.51572], [-3.00647, 3.67314, -3.86678], [2.72390, 2.18472, 6.08422], [-1.07311, -0.19040, 3.22348]], "forces_ev_per_angstrom": [[-0.465, -0.098, 1.901], [-0.232, 0.200, -0.085], [-0.096, -0.122, 0.097], [0.045, 0.007, 0.305], [0.071, 1.080, -0.136], [0.345, 0.142, -0.158], [0.064, -0.106, 0.031], [0.074, -0.042, 0.071], [0.310, 0.055, 0.076], [0.127, 0.128, 0.148], [0.449, 0.179, -0.690], [-0.149, 0.478, -0.161], [-0.371, 0.024, -1.236], [-0.186, -0.035, -0.064], [0.008, -0.026, 0.170], [0.069, -0.019, 0.136], [-0.136, 0.003, 0.058], [-0.062, 0.037, 0.127], [-0.108, 0.034, 0.014], [0.119, -0.155, -0.182], [0.011, 0.084, 0.036], [0.123, 0.003, 0.201], [-0.127, 0.124, 0.013], [0.051, -0.041, -0.099], [-0.020, -0.527, -0.008], [-0.057, 0.012, 0.011], [0.202, -0.210, -0.481], [0.017, -0.057, 0.122], [0.217, 0.076, 0.237], [0.034, 0.161, -0.022], [-0.058, 0.067, 0.209], [0.115, -0.064, -0.058], [-0.052, -0.101, -0.034], [0.029, -0.001, 0.002], [0.060, -0.005, -0.051], [-0.073, -0.415, -0.337], [0.014, 0.053, -0.022], [0.124, -0.030, 0.033], [0.039, 0.032, 0.051], [0.023, -0.012, -0.036], [-0.359, -0.244, 0.252], [0.003, 0.035, -0.078], [0.125, -0.034, -0.029], [0.015, -0.039, 0.067], [-0.030, -0.383, -0.398], [-0.493, 0.055, 0.246], [0.256, 0.074, 0.023], [-0.046, -0.447, -0.245], [-0.005, -0.025, -0.105], [-0.094, -0.096, 0.004], [-0.039, -0.039, -0.126], [0.139, 0.059, -0.159], [-0.149, -0.057, 0.004], [0.054, -0.009, 0.051], [-0.014, 0.044, -0.089], [0.012, 0.021, -0.005], [0.039, -0.042, 0.041], [0.017, -0.023, 0.035], [0.041, 0.030, 0.030], [0.137, -0.016, 0.105], [0.065, 0.097, 0.066], [0.020, 0.005, -0.041], [-0.004, -0.022, -0.053], [-0.006, 0.038, 0.015], [-0.060, -0.017, -0.002], [-0.040, -0.028, 0.097], [0.035, -0.030, -0.018], [0.023, -0.028, 0.011], [0.019, 0.008, -0.010], [0.002, -0.032, -0.019], [0.029, 0.021, -0.045], [-0.020, -0.075, -0.037], [0.074, 0.020, -0.003], [0.033, -0.019, -0.011], [0.000, 0.025, 0.030], [-0.010, -0.015, 0.002], [-0.003, 0.024, 0.008], [-0.103, -0.038, 0.053], [-0.002, 0.137, 0.028], [-0.065, 0.033, -0.029], [0.008, 0.057, -0.014], [0.012, -0.008, -0.003], [-0.041, 0.087, 0.087], [-0.009, -0.036, 0.006], [-0.016, -0.033, -0.016], [0.064, -0.084, -0.019], [-0.060, -0.011, 0.029], [-0.008, 0.012, 0.038], [-0.128, 0.063, 0.011], [-0.016, 0.000, 0.033], [-0.036, -0.017, -0.006], [0.012, 0.007, 0.005], [0.012, 0.031, -0.001], [0.004, 0.003, 0.008], [0.012, 0.012, 0.022], [0.009, 0.012, -0.013], [0.080, 0.006, 0.020], [0.010, -0.013, -0.030], [-0.049, 0.032, -0.010]], "mulliken_charge": [0.04, -0.25, -0.24, -0.15, 1.75, 0.96, -0.49, 1.10, 0.54, 0.24, 1.43, 2.08, 1.30, -1.31, -0.83, -1.60, -1.04, -0.78, -1.03, -1.19, -0.94, -1.56, -0.71, -0.77, 0.02, -0.95, 1.93, -0.94, -0.07, -0.48, -1.57, -0.50, -1.09, -0.86, -1.01, -0.46, 1.07, -0.74, 1.27, -1.03, -0.72, -0.80, -1.86, -0.46, 1.78, 0.39, -1.38, 1.66, -0.77, -1.00, -1.05, 0.19, -0.40, -1.00, -1.53, 0.54, 0.40, 0.46, 0.54, 0.00, -0.36, 0.60, 0.34, 0.53, 0.44, 0.38, 0.49, 0.56, 0.52, 0.51, 0.61, 0.35, 0.85, 0.31, 0.49, 0.39, 0.42, 0.56, 0.35, 0.11, 0.55, 0.48, 0.80, 0.50, 0.40, 0.53, -0.33, 0.58, 0.31, 0.38, 0.37, 0.52, 0.62, 0.36, 0.51, 0.47, 0.45, 0.49, 0.43], "homo_lumo_gap_ev": 5.14, "total_charge": 3, "e_above_lowest_kj_mol": 321.6, "total_energy_ev": -114007.513, "max_force_ha_per_bohr": 0.0381}